(1)
The following is a DFT calculation (ωB97M-V/def2-TZVPD) of a structure of composition C20H26FN5O2S.

Each line ends with the natural charge from an NBO analysis.
Element x y z (Å)
C  -7.1964  -1.3317  1.1675  -0.596
H  -6.6098  -0.3791  1.2297  0.200
H  -6.9634  -1.8286  1.9627  0.183
H  -8.2541  -1.1935  0.8979  0.201
C  -6.6161  -2.2418  -0.2630  -0.183
C  -7.3789  -3.5003  -0.2656  -0.564
H  -8.4810  -3.4034  -0.3051  0.221
H  -6.9365  -3.9044  -1.3076  0.198
H  -7.2354  -4.0217  0.4606  0.184
H  -6.7457  -1.5010  -1.0198  0.196
C  -5.1902  -2.0687  0.1136  -0.438
C  -4.5072  -0.8864  0.0738  -0.009
N  -3.7175  -0.7537  1.0763  -0.213
N  -3.1588  0.7114  1.0863  -0.343
C  -3.3995  1.1512  -0.2279  0.121
N  -3.0322  2.3496  -0.4084  -0.588
C  -1.8669  3.0024  -0.0531  0.714
O  -1.6439  4.0813  -0.6805  -0.631
C  -1.1114  2.8932  1.1179  -0.503
H  -1.5826  1.8541  1.6324  0.264
C  0.2482  2.7873  0.8493  -0.551
C  0.4852  1.9532  -0.0658  0.684
O  -0.2948  1.4249  -0.7912  -0.580
N  1.8383  1.7409  -0.3779  -0.477
C  3.0552  2.3901  -0.1130  -0.160
H  2.8535  2.9512  0.8915  0.194
C  3.8890  0.8924  0.7447  -0.153
N  4.2774  0.3143  -0.3348  -0.488
C  5.3411  -0.6074  -0.1570  0.147
C  6.2202  -0.8281  0.9542  0.280
C  7.4027  -1.3503  0.8114  -0.220
C  7.8451  -1.9945  -0.4553  -0.206
C  7.1703  -1.7454  -1.4667  -0.253
C  5.9227  -1.2243  -1.4793  -0.199
H  5.3697  -1.0059  -2.3730  0.213
H  7.5459  -1.9698  -2.3892  0.213
H  8.8407  -2.4954  -0.5217  0.224
H  7.9236  -1.5725  2.0566  0.228
F  5.7299  -0.3125  2.1139  -0.336
C  2.9594  -0.2611  -0.8755  -0.234
H  3.4570  -1.1767  -1.5780  0.217
C  2.1273  0.8227  -1.3518  -0.255
H  1.2500  0.3314  -2.0132  0.265
H  2.8168  1.1257  -2.3207  0.181
H  2.3308  -0.8553  -0.3157  0.195
H  4.9337  1.4370  1.1799  0.171
H  3.3692  0.4783  1.5779  0.184
H  3.8122  2.5927  -0.5708  0.182
H  0.8436  2.5645  1.7390  0.259
H  0.4871  3.8658  0.7192  0.295
H  -1.4461  3.5806  1.8883  0.262
H  -3.2794  2.7039  -1.4986  0.412
S  -4.2001  0.2297  -1.2623  0.437
H  -4.8831  -2.8972  1.1211  0.255
H  -4.6145  -2.9191  -0.6228  0.200

Output
- Gap between HOMO and LUMO: 8.046 eV
- E_HOMO: -7.76 eV
- Multiplicity: 1
- Relative energy (zero: lowest compared OMol25 entry of this formula, charge and spin): 480.1 kcal per mole
- Energy: -46241.1702 eV

***

(2)
The following is a DFT calculation (ωB97M-V/def2-TZVPD) of a structure of composition C20H26I2N5O3PPt.

Each line ends with the natural charge from an NBO analysis.
Element x y z (Å)
Pt  -0.7285  0.0841  -0.3737  0.886
I  2.9749  -5.5120  1.8064  0.216
C  2.6161  -3.4829  1.5173  -0.175
C  2.3882  -2.6578  2.6058  -0.241
C  2.1189  -1.3088  2.4048  -0.229
I  1.7033  -0.0840  4.0321  0.204
C  2.0621  -0.7836  1.1207  0.331
O  1.7645  0.5396  0.9504  -0.759
C  2.2247  -1.6377  0.0222  -0.129
C  1.9788  -1.1206  -1.3658  -0.243
N  0.5129  -1.0109  -1.6503  -0.582
C  -0.1487  -2.3452  -1.7459  -0.274
C  -0.6234  -2.7537  -0.3833  0.231
C  -0.6476  -4.0569  0.0704  -0.223
C  -1.0808  -4.3136  1.3612  -0.104
C  -1.4670  -3.2562  2.1697  -0.223
C  -1.4190  -1.9755  1.6620  0.062
N  -1.0210  -1.7333  0.4034  -0.444
C  2.5403  -2.9725  0.2291  -0.220
H  2.4228  -3.0550  3.6111  0.251
H  2.4065  -0.1361  -1.5218  0.242
H  2.3961  -1.7927  -2.1176  0.221
H  0.4406  -0.5426  -2.5542  0.441
H  -0.9995  -2.2519  -2.4227  0.245
H  0.5305  -3.0937  -2.1569  0.232
H  -0.3100  -4.8571  -0.5741  0.251
H  -1.0987  -5.3278  1.7373  0.253
H  -1.7875  -3.4129  3.1894  0.254
H  -1.6857  -1.1171  2.2594  0.226
H  2.7004  -3.6250  -0.6209  0.231
C  -3.6801  2.2478  2.7176  -0.119
C  -4.1881  1.4175  1.7293  -0.224
C  -3.3129  0.8117  0.8510  0.040
N  -1.9858  1.0111  0.9240  -0.461
C  -1.4905  1.8101  1.8792  0.057
C  -2.3094  2.4426  2.7936  -0.231
H  -4.3433  2.7295  3.4236  0.250
H  -5.2486  1.2309  1.6387  0.252
H  -3.6570  0.1436  0.0741  0.226
H  -0.4127  1.9080  1.9070  0.240
H  -1.8695  3.0691  3.5561  0.253
N  -1.4826  3.2177  -3.5637  -0.676
C  -0.1754  3.7824  -3.0771  -0.608
P  0.6271  2.4429  -2.0843  2.158
O  1.2989  1.4796  -2.9877  -1.124
O  -0.6134  1.9377  -1.3066  -1.148
C  1.7752  3.3394  -0.9913  -0.613
N  2.9626  2.5291  -0.7112  -0.850
H  -1.3353  2.6018  -4.3657  0.449
H  -2.1504  3.9396  -3.8355  0.448
H  -1.8658  2.6467  -2.7934  0.467
H  -0.3908  4.6741  -2.4917  0.252
H  0.4371  4.0434  -3.9371  0.264
H  1.2496  3.5516  -0.0582  0.242
H  1.9999  4.3032  -1.4657  0.221
H  3.6426  3.0785  -0.1966  0.396
H  3.4043  2.2375  -1.5773  0.390
H  2.3502  0.9662  0.2833  0.520

Output
- Gap between HOMO and LUMO: 7.665 eV
- E_HOMO: -12.99 eV
- Multiplicity: 1
- Net charge: +2
- Energy: -63482.1197 eV

***

(3)
The following is a DFT calculation (ωB97M-V/def2-TZVPD) of a structure of composition C20H26IrN4O7PS.

Each line ends with the natural charge from an NBO analysis.
Element x y z (Å)
Ir  -0.4223  -0.5705  -0.6386  1.273
O  2.0893  -1.3541  2.8215  -0.631
C  1.4247  -0.9008  1.7767  0.802
O  0.2089  -0.8181  1.7242  -0.586
C  2.2884  -0.3665  0.6749  0.075
C  3.6551  -0.1914  0.5948  -0.176
C  4.1353  0.5780  -0.4686  -0.135
C  3.2717  1.2310  -1.3374  -0.162
C  1.9122  1.0052  -1.1799  0.149
N  1.5016  0.1544  -0.2595  -0.462
C  0.7341  1.7659  -1.7830  0.743
O  0.9240  2.7435  -2.4476  -0.525
O  -0.4420  1.3322  -1.3593  -0.674
H  1.4593  -1.5997  3.5183  0.517
H  4.3182  -0.5871  1.3504  0.254
H  5.2023  0.7251  -0.5696  0.246
H  3.6253  1.9170  -2.0941  0.269
O  -0.3288  0.2562  -4.3554  -0.538
C  -0.9638  -0.1607  -3.4276  0.783
O  -0.3983  -1.0092  -2.5429  -0.672
C  -2.4432  0.0645  -3.3122  -0.191
C  -3.0741  0.4727  -4.4799  -0.147
C  -4.4500  0.6439  -4.5316  -0.163
C  -5.2225  0.4095  -3.4016  -0.193
C  -4.6141  0.0127  -2.2260  -0.208
C  -3.2289  -0.1694  -2.1746  -0.105
S  -2.6184  -0.6466  -0.6070  0.291
H  -2.4553  0.6581  -5.3467  0.254
H  -4.9181  0.9655  -5.4517  0.232
H  -6.2947  0.5464  -3.4326  0.232
H  -5.2065  -0.1515  -1.3349  0.227
C  2.0248  -5.1888  -0.9416  -0.413
N  1.1998  -4.8579  0.2253  -0.813
C  1.9593  -4.6303  1.4500  -0.409
P  -0.1955  -4.0223  -0.0555  2.490
O  0.0744  -2.5425  -0.2489  -1.123
N  -0.8675  -4.6314  -1.4198  -0.814
C  -1.4662  -5.9612  -1.4057  -0.404
C  -0.5257  -4.1721  -2.7641  -0.411
N  -1.0750  -4.3191  1.2927  -0.816
C  -1.1327  -5.6260  1.9470  -0.412
C  -2.1557  -3.4323  1.7043  -0.399
H  2.9680  -5.6017  -0.5894  0.220
H  2.2502  -4.3148  -1.5601  0.198
H  1.5417  -5.9440  -1.5597  0.211
H  2.4190  -5.5644  1.7769  0.213
H  1.2986  -4.2786  2.2406  0.210
H  2.7526  -3.8909  1.3009  0.188
H  -1.7743  -6.2454  -0.4038  0.209
H  -0.7699  -6.7168  -1.7833  0.192
H  -2.3526  -5.9640  -2.0417  0.214
H  0.0379  -3.2479  -2.7275  0.243
H  -1.4397  -3.9869  -3.3307  0.207
H  0.0575  -4.9378  -3.2839  0.189
H  -0.3365  -6.2744  1.5935  0.228
H  -2.0953  -6.1108  1.7638  0.198
H  -1.0252  -5.4903  3.0254  0.205
H  -1.9922  -2.4357  1.3115  0.214
H  -2.1682  -3.3698  2.7936  0.206
H  -3.1293  -3.7961  1.3647  0.198

Output
- Gap between HOMO and LUMO (alpha / beta): 7.196 / 6.588 eV
- E_HOMO (alpha / beta): -11.12 / -11.73 eV
- Multiplicity: 2
- ⟨S²⟩: 0.77
- Net charge: +1
- Relative energy (zero: lowest compared OMol25 entry of this formula, charge and spin): 35.1 kcal per mole
- Energy: -64414.5215 eV